(1)
{"formula": "C2H3FIN", "method": "ωB97M-V/def2-TZVPD", "species": ["C", "C", "N", "F", "I", "H", "H", "H"], "xyz": [[1.012732, 1.162310, -0.466910], [-0.811032, -1.487066, 0.040778], [0.313094, 2.096979, -0.781941], [2.231735, 1.055012, 0.068826], [-2.226275, -1.256082, -1.411439], [0.107322, -1.971299, -0.215157], [-1.060715, -1.215639, 1.042305], [0.500073, 3.099588, -0.733849]], "forces_ev_per_angstrom": [[-0.2, -0.1, 0.1], [-0.1, 0.2, -0.5], [-0.1, 0.1, -0.1], [-0.1, 0.1, -0.1], [0.2, 0.0, 0.2], [0.2, -0.1, -0.1], [-0.1, 0.1, 0.3], [0.2, -0.4, 0.1]], "nbo_charge": [0.669, -0.566, -0.733, -0.328, 0.187, 0.190, 0.189, 0.393], "total_energy_ha": -530.15096, "orbital_gap_ev": [7.37, 9.25], "charge": 0, "multiplicity": 1}



(2)
{"formula": "C32H41As2BeF12N7", "method": "ωB97M-V/def2-TZVPD", "species": ["Be", "As", "F", "F", "F", "F", "F", "F", "As", "F", "F", "F", "F", "F", "F", "N", "C", "C", "C", "C", "C", "H", "H", "H", "H", "H", "N", "C", "C", "C", "C", "C", "H", "H", "H", "H", "H", "N", "C", "C", "C", "C", "C", "H", "H", "H", "H", "H", "N", "C", "C", "C", "C", "C", "H", "H", "H", "H", "H", "C", "C", "C", "C", "N", "H", "H", "H", "H", "H", "H", "H", "C", "C", "C", "C", "N", "H", "H", "H", "H", "H", "H", "H", "C", "C", "C", "C", "N", "H", "H", "H", "H", "H", "H", "H"], "xyz": [[0.306535, 0.151174, -0.088503], [2.973005, -1.458596, -1.326073], [1.840635, -2.193626, -2.515373], [3.257535, -0.164036, -2.509223], [4.028605, -0.601966, -0.116763], [2.797185, -2.772446, -0.191663], [4.353795, -2.329046, -2.097593], [1.527045, -0.672666, -0.623203], [-1.153685, -0.696946, 2.975627], [-2.141925, -1.162906, 4.440777], [-0.590015, 0.795264, 3.791847], [-0.337395, -0.307516, 1.424837], [-1.813855, -2.233136, 2.286117], [-2.595255, 0.127724, 2.381597], [0.327835, -1.619036, 3.460737], [1.417655, 1.431604, -0.541583], [2.727835, 1.338744, -0.123033], [3.766965, 2.126554, -0.564373], [3.464585, 3.168844, -1.372353], [2.170855, 3.366564, -1.857423], [1.182035, 2.463734, -1.465953], [2.981805, 0.502184, 0.511047], [4.805395, 2.039554, -0.280663], [4.263205, 3.750604, -1.808433], [2.031695, 4.220294, -2.504103], [0.166085, 2.493574, -1.831113], [0.330965, 0.133374, -1.896153], [-0.844095, -0.278946, -2.421493], [-1.080735, -0.629446, -3.786783], [-0.005605, -0.607446, -4.660363], [1.231695, -0.189966, -4.221833], [1.342185, 0.221614, -2.879213], [-1.719535, -0.423956, -1.805893], [-2.075795, -0.858376, -4.138703], [-0.132395, -0.771146, -5.720323], [1.996765, 0.121304, -4.917673], [2.235065, 0.746734, -2.573583], [0.268115, 1.417874, 1.024157], [-1.032645, 1.766864, 1.387057], [-1.465345, 2.750654, 2.272697], [-0.428995, 3.373644, 2.961017], [0.911705, 3.130654, 2.645977], [1.211515, 2.194504, 1.642187], [-1.850405, 1.213534, 0.949447], [-2.489975, 2.955944, 2.545437], [-0.694835, 4.021334, 3.783347], [1.624885, 3.679024, 3.243547], [2.225155, 1.926624, 1.383037], [0.162715, -1.588416, -0.052833], [-0.359215, -2.357766, -1.084023], [-0.704325, -3.743366, -1.056113], [-0.500575, -4.474426, 0.165547], [0.083605, -3.745576, 1.208667], [0.395455, -2.392546, 1.078707], [-0.470885, -1.842696, -2.026703], [-1.117395, -4.340156, -1.855873], [-0.869525, -5.484636, 0.264367], [0.198905, -4.104096, 2.220877], [0.723855, -1.813236, 1.928967], [-2.712955, 4.806064, -1.573343], [-3.366165, 3.704464, -0.730293], [-3.076665, 2.246044, -1.317263], [-1.729715, 1.700614, -1.009903], [-0.681885, 1.308764, -0.741023], [-2.880805, 5.798414, -1.154813], [-3.125655, 4.808094, -2.582183], [-1.636595, 4.674634, -1.684173], [-4.445995, 3.852644, -0.719563], [-3.123605, 3.975604, 0.297197], [-3.244995, 2.202614, -2.393323], [-3.715155, 1.524524, -0.807523], [2.620365, -2.817496, 3.336117], [3.709025, -1.767566, 2.955237], [3.571405, -1.261866, 1.512667], [2.318625, -0.480526, 1.308177], [1.326165, 0.060074, 1.026937], [1.641595, -2.424346, 3.610977], [2.935015, -3.366776, 4.223457], [2.578345, -3.527546, 2.510177], [4.659045, -2.296616, 3.030517], [3.716135, -0.908506, 3.626107], [3.775395, -2.127486, 0.882427], [4.358935, -0.510096, 1.460367], [-3.406045, -2.921056, 0.668027], [-4.115465, -2.163566, -0.438013], [-3.871005, -0.694506, -0.395303], [-2.407355, -0.388726, -0.295493], [-1.238505, -0.144686, -0.270443], [-3.286995, -2.376826, 1.604907], [-2.382225, -3.230996, 0.458667], [-3.890895, -3.865226, 0.916147], [-5.191905, -2.305096, -0.341353], [-3.802745, -2.419876, -1.450243], [-4.285885, -0.310076, 0.536457], [-4.449295, -0.125066, -1.122933]], "forces_ev_per_angstrom": [[0.5, 1.7, -2.0], [1.9, -2.3, -3.2], [1.6, 0.0, 1.5], [6.1, -3.5, 1.7], [1.7, -0.2, -10.0], [-1.0, -0.6, -2.3], [-1.5, 1.1, 1.3], [13.3, -5.2, -8.6], [-2.4, -1.4, 3.1], [1.8, 0.8, -1.5], [-0.2, -2.4, -0.7], [-8.1, -4.9, 11.2], [2.3, 2.3, 1.9], [0.2, -0.7, 0.6], [-3.3, 2.6, 1.4], [8.0, 5.8, -4.7], [0.7, 2.1, -3.1], [-0.1, 0.8, 0.2], [-0.1, 0.8, -1.6], [0.0, -0.6, 0.9], [1.7, 0.1, 1.4], [0.5, 3.4, -1.8], [-0.1, -0.6, 0.3], [0.1, 0.4, 0.2], [-0.5, -0.2, -0.2], [0.9, 0.5, -0.4], [-2.0, -2.1, -10.6], [-0.2, -0.5, -6.3], [1.2, 0.7, 1.0], [-0.2, 0.2, -0.5], [-0.8, 1.4, 1.4], [-4.7, 2.1, -0.6], [1.1, 0.3, -2.6], [-0.1, -0.2, 0.2], [-0.2, -0.3, -0.1], [0.3, -0.4, 0.1], [-3.0, 1.5, -0.5], [-5.9, 14.5, 7.9], [-0.4, 2.8, 1.2], [2.4, -0.1, 0.0], [-0.2, 0.4, -0.1], [-1.1, -0.4, -0.4], [-2.0, 1.2, 2.2], [1.0, 0.6, 1.0], [-0.1, -0.4, -0.2], [0.2, 0.3, 0.1], [0.5, -0.3, -0.4], [-0.4, 0.9, 1.1], [-5.3, -13.4, 1.5], [0.4, -2.1, 0.8], [1.3, 0.2, 2.5], [0.4, 2.2, -0.9], [-0.1, 0.1, -0.7], [-0.3, 0.3, -2.9], [0.0, -1.3, 0.6], [0.0, 0.7, -0.5], [0.2, -0.1, 0.1], [0.1, -0.5, -0.1], [0.4, -1.6, -1.4], [-0.2, -0.2, -0.5], [0.2, 0.3, -0.8], [1.0, 0.5, 1.9], [0.3, 5.7, -2.7], [-6.3, 10.2, -4.5], [-0.1, -0.1, 0.1], [0.0, 0.0, -0.1], [0.1, -0.1, 0.2], [-0.2, -0.2, -0.4], [0.6, -1.2, 0.2], [-0.1, 0.1, 0.0], [-0.4, 0.3, -0.2], [1.2, 0.1, 0.5], [-1.6, -0.7, 0.7], [0.4, -0.5, 7.4], [-2.6, -1.6, 4.7], [13.3, -8.3, 7.5], [1.4, -0.5, -0.4], [0.3, -0.2, 0.0], [-0.3, -0.1, 0.0], [0.2, 0.3, -0.1], [0.0, -0.1, 0.3], [-0.1, 0.9, 1.6], [0.3, -0.3, 1.4], [-0.2, -0.9, 0.0], [-0.1, -0.6, -0.3], [0.6, 1.0, 1.2], [2.1, -1.8, 2.3], [-14.2, -7.5, 2.9], [-1.4, 0.0, -0.8], [-0.5, 0.5, -0.4], [-0.4, 0.0, -0.2], [-0.1, -0.1, -0.3], [-0.1, -0.9, 0.0], [0.2, 0.1, 0.4], [0.4, -0.3, -0.6]], "mulliken_charge": [-3.231, 1.805, -0.467, -0.470, -0.418, -0.411, -0.514, -0.143, 1.781, -0.518, -0.459, 0.447, -0.524, -0.458, -0.664, 1.222, 0.729, -1.721, -0.892, -1.448, 0.938, -0.215, 0.509, 0.403, 0.454, 0.232, 1.494, -0.034, -1.447, -1.103, -1.169, 1.393, 0.308, 0.556, 0.459, 0.515, -0.722, 1.126, 0.460, -1.583, -1.190, -1.480, 0.574, 0.029, 0.637, 0.444, 0.475, 0.425, 1.764, 1.906, -1.791, -1.562, -0.796, 0.105, -0.260, 0.474, 0.412, 0.598, -0.345, -1.300, -0.512, -0.776, 2.606, -1.500, 0.439, 0.348, 0.231, 0.516, 0.194, 0.574, -0.222, -0.805, -0.935, -1.365, 2.011, 0.138, 0.108, 0.483, 0.238, 0.441, 0.390, 0.581, 0.446, -0.938, -1.020, -2.033, 1.851, 0.132, 0.236, 0.187, 0.556, 0.533, 0.378, 0.642, 0.505], "total_energy_ha": -7310.50599, "orbital_gap_ev": 7.92, "charge": 0, "multiplicity": 1}